<a>
{
  "formula": "C5H6S3",
  "method": "ωB97M-V/def2-TZVPD",
  "species": ["C", "C", "C", "C", "C", "S", "S", "S", "H", "H", "H", "H", "H", "H"],
  "xyz": [[1.47773, 0.75078, -0.56857], [-0.34275, 0.33915, -0.14628], [-0.62805, -0.81660, 0.38470], [0.60992, 1.23320, 0.50348], [-1.31390, -1.97862, -0.22264], [2.92114, 0.05965, -0.79768], [0.19389, 0.60756, -1.84747], [0.32440, 3.07214, 0.89630], [-0.59016, -0.97619, 1.45757], [0.91783, 0.91557, 1.44417], [-1.35516, -1.89022, -1.31091], [-2.33271, -1.95458, 0.23198], [-0.81132, -2.95365, 0.15347], [0.92914, 3.59182, -0.17812]],
  "mulliken_charge": [0.040, 0.832, -0.527, -0.285, -1.142, -0.242, -0.117, -0.215, 0.320, 0.280, 0.336, 0.287, 0.284, 0.148],
  "gap_ev": 7.842
}


<b>
{
  "formula": "C5H6S3",
  "method": "ωB97M-V/def2-TZVPD",
  "species": ["C", "C", "C", "S", "S", "C", "C", "S", "H", "H", "H", "H", "H", "H"],
  "xyz": [[2.19840, -0.29774, -1.07631], [0.94910, 0.14017, -1.06137], [0.73851, 1.55387, -1.50923], [-0.63983, 2.37067, -1.61986], [-0.44644, -0.85511, -0.60527], [-0.79020, -0.36466, 1.01402], [-2.08432, -0.96481, 1.57439], [0.06777, 0.69222, 1.98529], [2.50424, -1.29918, -0.75416], [2.99992, 0.36946, -1.33930], [1.67835, 2.03254, -1.80605], [-2.99131, -0.37996, 1.36217], [-2.23734, -1.98563, 1.21564], [-1.94686, -1.01184, 2.62004]],
  "mulliken_charge": [-0.729, 0.609, -0.325, -0.194, -0.061, 0.373, -1.162, -0.212, 0.267, 0.244, 0.200, 0.282, 0.346, 0.363],
  "smiles": "C=C(C=S)SC(C)=S",
  "gap_ev": 7.812
}


Relative to the most stable one, in hartree, the structures come out at <a> 0.0519; <b> 0.0000.


<a>
{
  "formula": "C5H8NS",
  "method": "ωB97M-V/def2-TZVPD",
  "species": ["C", "C", "C", "C", "C", "N", "S", "H", "H", "H", "H", "H", "H", "H", "H"],
  "xyz": [[-1.77034, -0.02439, -0.01079], [-2.54036, -0.52093, 1.09145], [0.65241, 0.22941, -0.35181], [1.32116, -0.98938, -0.86232], [1.50418, 1.32823, 0.01546], [-0.59842, 0.33221, -0.17273], [-3.40988, 0.07048, -0.45913], [-2.64774, -1.61211, 1.26382], [-2.49481, 0.07068, 2.00530], [2.12183, -0.77699, -1.60842], [0.65229, -1.67584, -1.40278], [1.91433, -1.36382, 0.11064], [1.69317, 1.38398, 1.16923], [1.07931, 2.24948, -0.24734], [2.52286, 1.29897, -0.54058]],
  "mulliken_charge": [0.530, -0.579, 0.766, -1.034, -1.243, -0.116, 0.034, 0.273, 0.265, 0.367, 0.361, 0.299, 0.305, 0.435, 0.336],
  "charge": 1,
  "gap_ev": 10.046
}


<b>
{
  "formula": "C5H8NS",
  "method": "ωB97M-V/def2-TZVPD",
  "species": ["C", "C", "C", "C", "C", "N", "S", "H", "H", "H", "H", "H", "H", "H", "H"],
  "xyz": [[0.52237, 1.27396, -1.33425], [0.28225, -1.22860, -1.42562], [1.32711, -0.01182, -1.64645], [1.05614, -0.56320, -0.33503], [-1.60219, 1.06459, 2.01406], [0.22442, 1.05786, -0.09092], [-0.55618, 2.06958, 0.94594], [0.25713, 2.18133, -1.93475], [-0.79323, -1.10158, -1.55801], [0.64846, -2.08152, -1.86190], [2.10907, -0.12775, -2.32491], [1.64077, -0.97705, 0.61007], [-1.04302, 0.33370, 2.59606], [-2.42426, 0.56862, 1.43022], [-2.14798, 1.81677, 2.69179]],
  "mulliken_charge": [-0.059, -0.571, -0.467, 0.177, -0.783, -0.124, 0.100, 0.436, 0.226, 0.295, 0.459, 0.373, 0.306, 0.300, 0.331],
  "charge": 1,
  "gap_ev": 8.963
}


Relative to the most stable one, in hartree, the structures come out at <a> 0.0000; <b> 0.0788.


<a>
{
  "formula": "C34H36EuF2N6S2Si2",
  "method": "ωB97M-V/def2-TZVPD",
  "species": ["Eu", "C", "C", "N", "N", "C", "S", "N", "N", "H", "H", "H", "H", "H", "H", "F", "C", "C", "C", "C", "C", "F", "C", "C", "C", "C", "C", "C", "N", "H", "H", "H", "H", "H", "H", "C", "C", "C", "C", "C", "C", "C", "C", "C", "S", "C", "N", "H", "H", "H", "H", "H", "H", "H", "H", "C", "Si", "C", "C", "C", "C", "C", "C", "C", "Si", "C", "C", "H", "H", "H", "H", "H", "H", "H", "H", "H", "H", "H", "H", "H", "H", "H", "H"],
  "xyz": [[-0.62409, 0.67375, -2.03980], [-2.96541, 0.78925, 3.75179], [-2.27568, 1.75311, 2.85251], [-2.22804, 3.07011, 3.02983], [-1.49940, 3.51906, 1.95272], [-0.95554, 2.54347, 1.19127], [0.22344, 2.71557, 0.05627], [-1.46277, 1.40496, 1.77016], [-1.19771, 0.13480, 1.24680], [-3.47506, 1.41254, 4.46503], [-2.32290, 0.08101, 4.29891], [-3.71656, 0.16345, 3.30502], [-1.15349, 4.44969, 1.92419], [-0.21919, -0.02228, 1.25955], [-1.72805, -0.50554, 1.76743], [-2.16560, 5.82285, -4.57358], [-2.63822, 4.80671, -3.80333], [-1.75804, 3.75755, -3.62640], [-2.21317, 2.58435, -2.96265], [-3.51043, 2.65507, -2.35509], [-4.31708, 3.77035, -2.50262], [-5.55430, 3.89576, -1.96280], [-3.91666, 4.87146, -3.23763], [-3.88754, 1.55284, -1.41598], [-4.70176, 1.85631, -0.33150], [-4.96948, 0.82262, 0.59538], [-4.45574, -0.44135, 0.37246], [-3.69498, -0.60677, -0.74986], [-3.36090, 0.36335, -1.58361], [-0.75463, 3.93397, -4.08008], [-4.60439, 5.75087, -3.33540], [-5.11828, 2.81828, -0.18127], [-5.57736, 1.11966, 1.46019], [-4.64354, -1.23938, 1.07396], [-3.30431, -1.62060, -0.93513], [0.95815, 0.37873, 4.37420], [1.06744, -1.05270, 3.99402], [2.31462, -1.72273, 3.85814], [2.37871, -3.06573, 3.72882], [1.20259, -3.80183, 3.66659], [1.23554, -5.20019, 3.64940], [0.05116, -5.86478, 3.44271], [-1.20882, -5.18871, 3.50014], [-1.26518, -3.79414, 3.51424], [-2.78036, -3.00835, 3.24729], [-0.03369, -3.09827, 3.67910], [-0.05463, -1.75311, 3.91956], [1.56058, 0.44252, 5.29901], [-0.07892, 0.59945, 4.54488], [1.44380, 1.06572, 3.63280], [3.24331, -1.15935, 3.81055], [3.31165, -3.57507, 3.51778], [2.13896, -5.76375, 3.66268], [0.07562, -6.96191, 3.36380], [-2.09265, -5.83043, 3.34630], [2.15040, 1.99930, -5.21659], [2.14957, 1.52632, -3.30503], [3.49295, 2.78784, -2.73576], [3.22757, -0.09826, -3.24492], [4.45968, -0.07183, -3.90582], [5.40479, -1.11819, -3.95677], [5.01284, -2.26614, -3.28069], [3.77982, -2.39509, -2.61046], [2.84838, -1.29054, -2.55646], [1.32305, -1.57294, -1.45763], [1.64876, -3.33246, -0.80968], [2.01570, -0.67327, 0.13876], [3.04313, 1.72153, -5.74897], [2.08448, 3.09781, -5.26146], [1.39116, 1.59508, -5.85909], [3.75616, 2.54351, -1.71570], [3.16716, 3.82579, -2.83969], [4.38640, 2.72595, -3.31203], [4.77464, 0.85199, -4.41750], [6.37817, -0.99787, -4.36514], [5.63647, -3.19927, -3.22171], [3.52606, -3.31311, -2.12648], [2.37795, -3.36442, 0.00759], [1.87923, -4.08422, -1.54092], [0.66729, -3.57422, -0.38502], [3.14740, -0.95519, 0.08123], [1.60264, -1.10689, 1.02601], [1.94711, 0.43655, 0.17122]],
  "lowdin_spin": [7.039, 0.000, 0.000, 0.000, 0.000, 0.000, -0.004, 0.000, 0.000, 0.000, 0.000, 0.000, 0.000, 0.000, 0.000, 0.000, 0.000, 0.001, -0.012, 0.000, 0.000, 0.000, 0.001, 0.000, 0.000, 0.001, 0.000, 0.001, -0.003, 0.000, 0.000, 0.000, 0.000, 0.000, 0.001, 0.000, 0.000, 0.000, 0.000, 0.000, 0.000, 0.000, 0.000, 0.000, 0.000, 0.000, 0.000, 0.000, 0.000, 0.000, 0.000, 0.000, 0.000, 0.000, 0.000, -0.002, -0.007, -0.003, -0.001, 0.000, 0.000, 0.000, 0.000, 0.000, -0.006, -0.004, 0.001, 0.000, 0.000, 0.000, 0.000, 0.000, -0.001, 0.000, 0.000, 0.000, 0.000, 0.000, 0.000, 0.000, 0.000, 0.000, 0.000],
  "spin_multiplicity": 8,
  "charge": -2,
  "gap_ev": [5.294, 5.337]
}


<b>
{
  "formula": "C34H36EuF2N6S2Si2",
  "method": "ωB97M-V/def2-TZVPD",
  "species": ["Eu", "C", "C", "N", "N", "C", "S", "N", "N", "H", "H", "H", "H", "H", "H", "F", "C", "C", "C", "C", "C", "F", "C", "C", "C", "C", "C", "C", "N", "H", "H", "H", "H", "H", "H", "C", "C", "C", "C", "C", "C", "C", "C", "C", "S", "C", "N", "H", "H", "H", "H", "H", "H", "H", "H", "C", "Si", "C", "C", "C", "C", "C", "C", "C", "Si", "C", "C", "H", "H", "H", "H", "H", "H", "H", "H", "H", "H", "H", "H", "H", "H", "H", "H"],
  "xyz": [[0.40821, 0.87289, -0.86013], [4.43188, -1.91984, 1.96236], [4.51345, -0.61308, 1.23478], [5.30259, 0.32377, 1.61582], [5.14177, 1.36544, 0.72982], [4.11804, 1.11062, -0.13018], [3.42647, 2.19045, -1.22503], [3.74709, -0.19644, 0.21981], [2.68250, -0.83607, -0.44113], [5.32061, -2.13193, 2.61233], [4.37354, -2.72707, 1.18479], [3.50472, -1.99974, 2.48297], [5.52582, 2.27302, 0.86221], [2.16413, -1.55631, 0.18924], [3.01906, -1.24097, -1.29377], [2.88070, -0.12496, 4.64524], [2.59526, 0.77185, 3.68881], [1.51404, 0.51687, 2.87343], [1.11876, 1.51487, 1.95179], [1.79643, 2.76325, 1.94456], [2.90138, 2.91420, 2.77350], [3.74972, 4.00130, 2.63306], [3.29562, 1.94054, 3.66002], [1.24586, 3.90796, 1.18601], [1.33583, 5.13284, 1.75362], [0.83758, 6.28023, 1.08552], [0.29993, 6.13367, -0.18022], [0.07497, 4.81214, -0.59262], [0.48354, 3.73535, 0.09510], [1.02804, -0.44251, 2.86488], [4.26017, 2.07663, 4.19170], [1.92941, 5.26527, 2.64294], [0.91907, 7.25481, 1.62123], [-0.00453, 6.94676, -0.79804], [-0.33964, 4.61806, -1.60514], [-2.14684, -0.04051, 0.79457], [-2.89698, 0.60326, -0.31732], [-4.30671, 0.64250, -0.17907], [-5.05427, 1.23483, -1.14341], [-4.36872, 1.89348, -2.23812], [-5.13236, 2.61530, -3.25021], [-4.43685, 3.37236, -4.15396], [-3.00638, 3.29668, -4.21820], [-2.23128, 2.58804, -3.29541], [-0.50605, 2.43745, -3.48706], [-2.95548, 1.87059, -2.29541], [-2.28572, 1.20694, -1.28497], [-2.79698, -0.54769, 1.50275], [-1.50309, 0.67421, 1.34142], [-1.51451, -0.81378, 0.38967], [-4.73632, 0.09563, 0.68616], [-6.14818, 1.29301, -1.02801], [-6.19683, 2.61007, -3.39409], [-4.87066, 3.94425, -4.96563], [-2.42706, 3.73399, -4.94893], [0.05841, -3.32106, 3.01368], [0.51139, -3.24241, 1.09490], [1.18570, -5.05833, 1.04705], [-1.15682, -3.44049, 0.37050], [-2.28709, -3.85312, 1.12668], [-3.60921, -3.76838, 0.68521], [-3.81411, -3.38090, -0.63127], [-2.72423, -3.05102, -1.46089], [-1.38885, -2.99538, -0.96328], [-0.08374, -2.11729, -2.02035], [-0.72877, -2.15588, -3.85975], [1.47375, -3.25152, -2.27126], [-0.34695, -4.29142, 3.24801], [-0.71733, -2.60909, 3.45028], [0.95778, -3.15377, 3.62208], [0.30587, -5.73182, 1.02500], [1.84102, -5.44817, 1.82039], [1.70379, -5.27250, 0.10376], [-2.13275, -4.20216, 2.13959], [-4.48749, -4.07753, 1.20833], [-4.79772, -3.55241, -1.10891], [-2.91349, -2.76722, -2.48309], [-1.05880, -3.10694, -4.29924], [0.16251, -1.76993, -4.32396], [-1.54645, -1.44690, -3.91522], [1.22116, -4.29254, -2.49653], [1.99750, -3.41326, -1.34186], [2.29416, -2.87307, -2.87382]],
  "lowdin_spin": [7.038, 0.000, 0.000, 0.000, 0.000, 0.000, -0.003, 0.001, -0.003, 0.000, 0.000, 0.000, 0.000, 0.000, 0.000, 0.000, 0.000, 0.000, -0.008, 0.000, 0.000, 0.000, 0.000, 0.000, 0.000, 0.000, 0.000, 0.001, -0.002, 0.000, 0.000, 0.000, 0.000, 0.000, 0.000, 0.000, 0.001, 0.000, 0.001, 0.000, 0.000, 0.000, 0.000, 0.000, -0.006, 0.000, -0.006, 0.000, 0.000, 0.000, 0.000, 0.000, 0.000, 0.000, 0.000, 0.000, 0.000, 0.000, -0.001, 0.000, -0.001, 0.000, -0.001, -0.001, -0.007, -0.001, -0.002, 0.000, 0.000, 0.000, 0.000, 0.000, 0.000, 0.000, 0.000, 0.000, 0.000, 0.000, 0.000, 0.000, 0.000, 0.000, 0.000],
  "spin_multiplicity": 8,
  "charge": -2,
  "gap_ev": [4.956, 4.950]
}


Relative to the most stable one, in hartree, the structures come out at <a> 0.0193; <b> 0.0000.


<a>
{
  "formula": "C3H6N2S2",
  "method": "ωB97M-V/def2-TZVPD",
  "species": ["S", "C", "N", "S", "N", "C", "C", "H", "H", "H", "H", "H", "H"],
  "xyz": [[2.24552, -0.73027, -0.72891], [0.93804, -0.45339, 0.36623], [0.87944, -0.93865, 1.68675], [-0.59996, -1.54625, 2.48785], [-0.35182, 0.15749, -0.09164], [-0.59946, 0.15322, -1.58966], [-0.42909, 1.40577, -0.72274], [1.51246, -1.72789, 1.74415], [-1.55748, -0.60548, 1.97282], [-1.72923, -0.13604, -1.74893], [0.38458, 0.17539, -2.23029], [0.43527, 2.11907, -1.04119], [-1.12826, 2.12701, -0.10445]],
  "mulliken_charge": [-0.295, 0.249, -0.320, -0.137, -0.134, -0.374, -0.396, 0.340, 0.190, 0.247, 0.220, 0.194, 0.216],
  "smiles": "S=C(NS)N1CC1",
  "gap_ev": 8.561
}


<b>
{
  "formula": "C3H6N2S2",
  "method": "ωB97M-V/def2-TZVPD",
  "species": ["C", "N", "S", "C", "C", "N", "S", "H", "H", "H", "H", "H", "H"],
  "xyz": [[2.16888, -0.48689, -1.13674], [2.24070, -1.17335, -0.00234], [1.02448, -1.23396, 1.07936], [-0.40612, -0.15953, 0.54838], [-1.51112, 0.02895, 1.57655], [-0.28633, 0.53779, -0.51228], [-1.69326, 1.47825, -1.16669], [1.37043, -0.05723, -1.67719], [3.22395, -0.47993, -1.67937], [-1.39406, -0.95873, 2.31967], [-1.32054, 1.05824, 1.97980], [-2.62420, 0.07163, 0.98731], [-0.79280, 1.37476, -2.31646]],
  "mulliken_charge": [-0.148, -0.347, 0.009, 0.652, -1.062, -0.470, -0.193, 0.257, 0.218, 0.302, 0.321, 0.285, 0.176],
  "smiles": "C=NS/C(C)=N/S",
  "gap_ev": 9.021
}


Relative to the most stable one, in hartree, the structures come out at <a> 0.0050; <b> 0.0000.


<a>
{
  "formula": "C3H6N2S2",
  "method": "ωB97M-V/def2-TZVPD",
  "species": ["C", "C", "C", "N", "N", "S", "S", "H", "H", "H", "H", "H", "H"],
  "xyz": [[0.13503, -1.49035, 0.42383], [0.46533, 0.73986, -1.17736], [-0.01821, -0.80569, 1.69775], [-1.39474, -0.52683, -0.61871], [-0.88192, 0.51358, -1.02272], [0.58793, -2.77210, -0.39793], [0.96869, 2.23541, -1.90110], [1.12376, 0.04526, -0.89720], [-0.90964, -0.06123, 1.44545], [0.83327, -0.31830, 2.11339], [-0.59880, -1.50775, 2.44875], [-1.55043, 1.14227, -1.37392], [1.23973, 2.80586, -0.74022]],
  "mulliken_charge": [0.117, -0.456, -0.572, -0.930, 0.586, -0.188, -0.303, 0.555, 0.266, 0.297, 0.287, 0.244, 0.096],
  "gap_ev": 6.885
}


<b>
{
  "formula": "C3H6N2S2",
  "method": "ωB97M-V/def2-TZVPD",
  "species": ["C", "C", "C", "N", "N", "S", "S", "H", "H", "H", "H", "H", "H"],
  "xyz": [[-1.90958, 0.38782, -0.41655], [-0.81792, 0.87602, 0.22331], [0.45384, 0.04591, 0.45376], [1.57544, 0.81010, 0.24678], [2.67552, 0.39337, 0.02252], [4.03208, 1.08931, -0.14363], [2.73171, -1.62543, -0.02948], [-1.97650, -0.56205, -0.74450], [-2.80409, 0.96780, -0.51795], [-0.69192, 1.84944, 0.64193], [0.35886, -0.53462, 1.52948], [0.45800, -0.62864, -0.37448], [3.86275, -1.69554, -0.80489]],
  "mulliken_charge": [-0.839, -0.144, -0.372, -0.205, 0.137, -0.175, -0.192, 0.316, 0.259, 0.345, 0.284, 0.408, 0.178],
  "smiles": "C=CC/N=[N+](/[S-])S",
  "gap_ev": 8.216
}


Relative to the most stable one, in hartree, the structures come out at <a> 0.0515; <b> 0.0000.